[1]
Below is 6 unconnected molecules or ions with the total composition C14H37BIO8S5, with properties calculated with ωB97M-V/def2-TZVPD.

XYZ file:
```
66
Properties=species:S:1:pos:R:3:nbo_charge:R:1
H 3.5313 4.5533 -1.7920 0.2151
H 0.8584 -4.9254 -4.4085 0.2062
C 0.9704 -4.0146 -3.8167 -0.8299
O 5.2689 2.4467 -3.7571 -0.9738
H 5.3827 4.1413 -0.0310 0.2102
B 0.4953 -0.3713 -1.1850 0.4429
C -6.6168 -1.1577 1.5377 -0.8351
C 7.4389 1.4112 -2.6857 -0.8363
H -1.9118 0.7235 8.2281 0.2261
H -8.6881 -0.4981 -0.2178 0.2256
H 6.9499 0.4387 -2.7379 0.2420
O -2.2885 -0.0062 2.9867 -0.5678
H 2.6506 -6.1837 -3.2037 0.2164
H -2.0680 -0.9033 -2.0297 0.1473
S 6.7365 2.5006 -3.9324 1.2460
C -2.9915 0.7998 8.3546 -0.8316
H 8.5126 1.3146 -2.8508 0.2169
H 0.5915 0.4592 -2.0953 -0.1540
C -2.4473 0.3610 1.8526 0.5586
C 2.8709 3.8181 -1.3305 -0.8345
H -3.6418 -0.1887 5.8259 0.2241
I -2.3105 2.4795 1.3577 -0.0209
H 8.2149 1.3525 -5.4254 0.2182
H 3.9108 -5.4358 -2.1878 0.2277
H -8.7465 1.2814 -0.1408 0.2368
H -3.2170 1.2607 9.3140 0.2299
H -3.2969 0.0239 -0.0577 0.2518
H 0.6637 -3.1469 -4.3942 0.2525
H -3.4541 -0.1856 8.2994 0.2256
S 3.8430 2.4291 -0.7356 1.2824
H -3.1805 -1.4209 1.0161 0.2178
H 2.1764 3.4285 -2.0712 0.2568
C -2.7036 -0.5140 0.6678 -0.5700
H 5.4405 2.6916 1.0055 0.2241
H -7.2268 -1.1519 2.4413 0.2245
H -1.9936 -2.4985 -1.1767 0.1365
H -9.0290 0.3283 1.3366 0.2217
C -3.1936 0.7962 5.6947 -0.8248
C 4.7851 3.3839 0.4802 -0.8439
H 2.2104 -5.3759 -1.6636 0.2297
O -5.1509 1.7805 7.1866 -0.9976
H -6.9603 -1.9260 0.8447 0.2259
C -1.5074 -1.5294 -1.3305 -0.0701
H 2.3188 4.2565 -0.4986 0.2221
S 2.6938 -3.7923 -3.3859 1.2825
H -2.1089 0.7205 5.6495 0.2410
O 2.9250 1.5524 0.0159 -0.9492
H -0.8450 -1.6700 0.6345 0.1413
C -1.3579 -0.8922 0.0470 0.1059
H 1.5366 -0.6605 -0.6170 -0.1254
S -6.7122 0.4533 0.7452 1.2686
H 0.3799 -4.0570 -2.9026 0.2539
H -5.5773 -1.3354 1.8009 0.2452
C -8.4764 0.3761 0.3980 -0.8337
H 4.1020 3.8523 1.1900 0.2234
O 3.4937 -3.9033 -4.6413 -1.0076
H 7.2542 1.8611 -1.7127 0.2369
O -0.1824 -1.6100 -1.7526 -0.7550
C 7.1323 1.4485 -5.3364 -0.8346
O -0.4866 0.1549 -0.1296 -0.7346
O -6.0235 0.3416 -0.5618 -0.9774
C 2.8789 -5.3614 -2.5240 -0.8334
H 6.7315 1.9238 -6.2288 0.2366
H -3.5547 1.2469 4.7759 0.2575
H 6.6684 0.4718 -5.1995 0.2409
S -3.6687 1.8522 7.0615 1.2461
```

Values from the calculation:
HOMO   -3.85 eV
LUMO level   2.1 eV
Net charge   -1

=====

[2]
Below is a molecular structure, C14H37N3O5V, with properties calculated with ωB97M-V/def2-TZVPD.

XYZ file:
```
60
Properties=species:S:1:pos:R:3:nbo_charge:R:1
N 0.6057 0.5225 1.3801 -0.8498
N -1.8540 -1.3164 1.0380 -0.8520
N 0.4134 1.0384 -2.0732 -0.8470
H 2.0092 2.2757 -3.9581 0.1771
H 2.9051 -0.5233 2.6895 0.2024
H 2.1637 -0.2028 -2.1772 0.1901
H -1.3117 0.2451 5.6319 0.1763
C -2.9327 1.7164 -1.1012 -0.0645
H 4.0333 0.0002 1.4445 0.2197
C 3.0311 0.1628 1.8443 -0.6239
O 2.9435 2.2238 -2.0722 -0.5581
H -0.5445 -1.3613 5.5767 0.1668
H -1.5414 -2.1952 1.4484 0.3504
V -0.7128 0.0353 -0.3679 1.1643
C -2.9298 0.5825 -2.1440 -0.0711
H 3.3819 1.1189 -3.7069 0.1663
C 2.4854 1.5813 -3.2595 -0.0647
H 1.7763 -0.7140 -4.6238 0.2059
C 1.5672 0.4611 -2.8040 -0.0653
H 0.6789 1.5097 1.6149 0.3854
H -2.5644 0.9547 -3.1251 0.0997
H -2.6094 0.4187 1.9946 0.2401
H 3.7099 3.7582 -3.2544 0.1729
H -2.4486 -1.6190 0.2568 0.4159
H 1.2159 -3.3971 -1.3410 0.1793
C 0.9920 -0.3237 -3.9666 -0.6152
H -4.5408 -0.9824 1.1693 0.2337
C -2.0396 -1.0916 3.4653 -0.0533
H 2.0893 0.5829 -0.0633 0.2214
H 0.3606 -1.1499 -3.6403 0.2363
H -0.3452 1.3280 -2.6856 0.3970
H -2.7285 -0.8866 4.2886 0.1831
H 0.6917 1.9054 -1.6142 0.3879
H -3.8211 1.5428 -0.4439 0.0975
H 4.8989 2.7430 -2.4176 0.1619
H 0.3538 0.2841 -4.6150 0.2118
H 0.4454 0.0565 5.2674 0.1941
H 2.7021 -1.8186 0.1274 0.1892
O 0.7441 -1.5477 -0.5530 -0.5528
C -2.6163 -0.6624 2.1300 -0.0845
C 1.7297 -1.4358 0.4611 -0.0640
C -0.5504 -0.3574 5.1306 -0.2434
O -1.8244 1.8990 -0.2949 -0.9283
O -0.8064 -0.4486 3.7428 -0.5648
H 4.0021 3.8854 -1.4798 0.1931
H -4.6560 -0.7677 2.9200 0.2099
H 0.4073 0.0745 2.2774 0.3975
C 1.8872 0.0300 0.8563 -0.0834
H 3.0401 1.1693 2.2709 0.2187
C 0.3833 -2.8893 -0.8318 -0.2470
H -4.0375 -2.2855 2.2581 0.1948
H -0.3913 -2.8529 -1.5969 0.2354
H 0.1353 -3.4487 0.0701 0.1749
H -3.2513 2.6313 -1.6511 0.1250
H -1.8780 -2.1806 3.4136 0.1557
H -3.9813 0.2721 -2.2619 0.1432
O -2.1824 -0.5446 -1.7922 -0.9555
C 3.9036 3.2115 -2.3291 -0.2448
H 1.4653 -2.0179 1.3579 0.1722
C -4.0532 -1.2001 2.1193 -0.6133
```

Values from the calculation:
HOMO (spin up / spin down)   -5.43 / -6.39 eV
Spin multiplicity   4
LUMO level (spin up / spin down)   0.3 / 0.3 eV
Energy relative to the best compared isomer or geometry (same formula, charge and spin)   0.0 kcal/mol

=====

[3]
Below is 8 unconnected molecules or ions with the total composition C14H38F6N2O14S4, with properties calculated with ωB97M-V/def2-TZVPD.

XYZ file:
```
78
Properties=species:S:1:pos:R:3:lowdin_charge:R:1
S -3.4029 -3.8750 1.3971 0.7236
C 2.0938 -2.1569 1.1015 -0.0756
O 2.0561 0.4793 -2.3329 -0.3007
H -2.0730 6.5851 -1.5553 0.0679
F 0.6744 -1.8060 -4.2558 0.1436
H 1.9525 3.2962 -1.0835 0.0549
H 3.2465 -2.1719 -3.6751 0.1261
H 1.6451 -1.4370 4.5695 0.0631
O -1.5675 0.6098 1.7252 -0.3363
H 0.7119 0.1706 0.5741 0.0409
C 1.4123 4.2225 -0.8881 -0.1117
H 2.0632 2.3166 -5.0078 0.0586
H -4.3593 -4.7766 3.8992 0.1120
S -0.6010 -2.9222 -2.0936 0.5917
H -0.2985 1.1556 -0.2594 0.0666
H -2.5953 -4.2525 4.2151 0.1105
O 1.3938 -0.0384 2.2312 -0.3095
F -4.0861 3.5289 1.8858 0.1316
O -3.5386 -4.4958 0.0769 -0.2993
C -2.8468 -6.2044 4.6481 -0.0841
F -0.9801 -0.6541 -3.4975 0.0883
H -1.8591 -6.5649 4.3608 0.0734
N 3.0467 -2.2700 -2.6900 0.3021
S 1.4994 4.7776 0.8823 0.7314
H 0.4408 6.6058 -0.8909 0.0962
H 2.0930 -2.9223 3.8898 0.0496
H 0.4672 -2.2213 3.4983 0.0462
O -4.4715 -3.0946 2.0666 -0.3319
H -2.8131 -5.9872 5.7157 0.0716
F -1.2920 -2.4780 -4.7151 0.1283
H -1.5318 -2.9385 2.6098 0.0542
C 2.0156 -1.2994 2.4085 -0.6269
C 3.8354 1.9162 -3.1857 -0.0968
H 0.6605 1.4435 -4.4067 0.0675
O -0.9167 -1.9706 -0.9908 -0.3522
H -1.0742 -3.3514 0.9792 0.0521
H 1.6543 4.9866 -1.6268 0.0602
N 0.2171 0.2880 -0.2986 0.2624
S -1.8454 2.0648 1.7010 0.5241
O 0.0239 5.6159 0.9407 -0.2683
H 4.2832 2.3122 -4.0972 0.0632
H 2.5833 -1.4189 -2.4054 0.0622
O 1.3865 3.6472 1.8656 -0.2768
O -1.4884 2.7574 2.9086 -0.3108
O 0.7255 -3.5515 -1.9464 -0.3767
H -3.4432 -7.0976 4.4618 0.0632
H 0.8380 0.2572 -1.0946 0.0419
H 1.1337 -2.6716 1.0635 0.0437
C 1.5133 2.0514 -4.1048 -0.0549
H 1.4545 2.9110 -3.4371 0.0574
H 0.3742 3.9141 -1.0119 0.0433
H 3.8943 2.7059 -2.4367 0.0645
O 2.5880 5.7446 1.0482 -0.3476
H -0.3223 -0.5627 -0.3730 0.0360
H 4.5855 1.2228 -2.8053 0.0615
H -2.4142 6.0308 0.0227 0.0799
H 3.9083 -2.3892 -2.1766 0.1401
H -2.0104 -1.8971 1.1965 0.0584
H 2.4449 -3.0731 -2.5762 0.0738
C 1.5268 -2.0205 3.6565 -0.1055
C 2.5577 1.1745 -3.4049 -0.6905
C -0.5243 -1.9190 -3.7858 -0.6303
F -3.9975 2.5366 0.0432 0.0837
C -1.6355 6.0094 -0.7397 -0.0839
H 2.6982 -3.0627 1.1493 0.0457
O -3.0118 -5.1505 2.4395 -0.2895
C -3.7706 2.3813 1.3701 -0.6646
H -1.6502 4.9899 -1.1249 0.0686
H 2.8156 0.4573 -4.1842 0.0862
C -3.2936 -4.9926 3.8242 -0.2956
O -1.6654 -3.9315 -2.2617 -0.3347
O -1.1955 2.6894 0.5346 -0.3840
H 3.0358 -1.1140 2.7445 0.0774
C -1.8732 -2.9100 1.5750 -0.1018
H -0.5919 7.4924 0.2232 0.1097
F -4.5586 1.4372 1.8582 0.1298
C -0.3363 6.4951 -0.1346 -0.2978
H 2.3859 -1.6299 0.1932 0.0492
```

Values from the calculation:
HOMO   -0.84 eV
LUMO level   3.7 eV
Net charge   -2

=====

[4]
Below is a molecular structure, C14H38N3O12PS3V2, with properties calculated with ωB97M-V/def2-TZVPD.

XYZ file:
```
73
Properties=species:S:1:pos:R:3:lowdin_spin:R:1
H -0.6865 -1.9733 3.8212 0.0000
C 1.9468 0.6624 4.2029 0.0004
H 3.2235 -6.5231 -0.2303 0.0000
H -2.7244 -0.8717 -3.5759 -0.0003
H -0.1535 -0.6022 2.9873 0.0000
O 6.2676 -2.0950 1.1684 -0.2809
H 0.1593 -0.0316 -0.1983 -0.0001
C 1.8504 2.1762 -3.0533 0.0009
H 1.2944 -3.0880 0.4797 0.0000
H 6.4477 0.0647 -2.6200 0.0000
H 1.0127 -1.8931 3.1430 0.0000
H -4.3069 -0.7228 -4.0252 0.0145
H 0.2441 3.5850 -1.0291 -0.0001
S 0.6762 -0.3429 5.1001 0.0001
O 0.7428 -0.6166 0.2906 -0.0001
V 3.5796 2.8474 0.5483 1.2461
C 1.8413 0.1510 0.4793 0.0022
H 1.8514 -4.4862 1.4533 0.0001
O 4.1157 -2.9873 0.1382 0.0307
C 5.5313 0.8344 -1.2890 0.0012
H -0.1797 4.3548 -2.4541 0.0001
H -2.5013 -0.1674 2.7507 0.0003
H 2.4202 1.1844 5.0345 0.0000
H -2.2928 1.2768 1.7541 0.0000
H -5.3161 1.2963 0.0100 -0.0003
H 0.8516 -4.7300 -0.0541 0.0001
H 1.3199 1.6052 -2.2912 0.0000
H -1.9494 2.8031 -2.0223 0.0005
H 0.6348 5.3778 -1.2951 0.0000
H -3.9471 0.7359 2.1942 0.0000
S 2.2348 3.9231 -2.4870 -0.0021
H -1.7962 -1.9000 1.1131 0.0001
O 4.9236 1.7490 -0.7631 0.0015
H 1.4288 1.3953 3.5844 0.0000
H -6.1178 -0.2773 -1.8858 0.0210
C -4.8120 2.2190 -0.2775 0.0174
O 1.8215 1.4505 0.3402 0.0023
C -2.8435 -1.7060 0.8817 0.0049
H -3.5547 3.6595 -2.1123 0.0021
H -5.6295 -1.8855 -1.6852 0.0143
H -2.4922 3.8754 -0.7355 0.0098
V 4.9025 -1.3371 1.2047 1.2373
H -3.4699 -2.0165 1.7180 0.0008
P -2.7759 0.3547 -0.9033 -0.0020
N -3.9175 -0.6009 -1.8701 0.5537
O 2.9387 -0.3605 0.7789 0.0039
H 2.6169 0.0569 3.5925 0.0004
H 1.2842 2.1415 -3.9841 0.0002
N -3.5259 1.9260 -0.9312 0.2229
H -4.6787 2.8853 0.5747 0.0096
N -3.0142 -0.2968 0.6893 -0.0009
S 3.2458 -4.0906 -0.4966 0.0042
H -5.5092 -0.7706 -0.3286 0.0009
H -3.7167 -2.2720 -3.2324 0.0196
O -0.4829 0.5672 5.5363 0.0002
C -3.7123 -1.1820 -3.2356 0.0444
C -2.8274 3.1519 -1.4786 0.0163
O 3.2166 3.7383 -1.3505 0.0035
O 6.3846 0.9705 -2.3085 -0.0003
H 4.0176 -5.8253 1.1114 0.0000
C -5.3440 -0.8726 -1.4011 0.0415
C 0.2102 -1.3733 3.6664 0.0000
H -3.1487 -2.4172 0.1141 0.0011
C 1.6091 -4.1312 0.4516 0.0029
C 0.6058 4.3656 -1.6985 -0.0005
H 4.8506 -5.9899 -0.4543 0.0000
O 5.4130 -0.3293 -0.7986 0.0002
O 2.7312 3.9047 1.3509 -0.2558
C -2.9363 0.4169 1.9398 0.0009
C 3.9129 -5.7204 0.0315 0.0015
O -1.3819 0.3069 -1.4358 0.0020
H 2.8523 1.7854 -3.2310 0.0000
H -5.4669 2.6873 -1.0122 0.0050
```

Values from the calculation:
HOMO (spin up / spin down)   -15.18 / -15.18 eV
Spin multiplicity   4
LUMO level (spin up / spin down)   -10.2 / -11.3 eV
Net charge   +3
Energy relative to the best compared isomer or geometry (same formula, charge and spin)   0.0 kcal/mol

=====

[5]
Below is a molecular structure, C14H39ClN5O8PS, with properties calculated with ωB97M-V/def2-TZVPD.

XYZ file:
```
69
Properties=species:S:1:pos:R:3:nbo_charge:R:1
C 7.0547 1.0203 1.7949 -0.0714
H 3.4621 4.9934 0.7597 0.1887
H 4.9752 4.0158 -0.9115 0.2032
H 7.5167 0.9332 2.7839 0.1840
C -0.1016 1.9218 -4.0920 -0.1633
O 2.8737 3.0823 0.4667 -0.5547
H -5.6993 -4.6801 1.7722 0.1583
O -2.6522 0.2121 -3.7905 -0.9672
N 1.4866 0.1140 -5.2394 -0.8483
H 1.9307 1.3685 1.0602 0.1823
H 7.0360 -1.2299 0.4680 0.1717
H -7.2758 -2.5289 4.0118 0.2043
C 1.2695 1.0233 -4.0561 0.3860
H -6.2330 -4.1152 5.5720 0.1903
H 0.6704 -0.6004 -2.9152 0.3703
H 5.3045 -1.5569 0.6880 0.1938
N 1.3513 0.1862 -2.7909 -0.8404
C 3.8716 3.9932 0.9314 -0.0857
C -4.1668 -1.8402 2.9313 -0.2422
H -3.9332 -0.9918 3.5837 0.1915
H -4.4814 -3.5359 -0.9780 0.1943
O -1.4090 -0.6435 -5.8858 -0.8646
H -5.6131 -2.6140 0.0249 0.1611
H 7.8348 0.8260 1.0478 0.1803
O -3.5053 2.9737 -3.6540 -0.9662
H -2.7433 3.3219 -3.0992 0.4971
H 5.8354 4.7590 0.4287 0.1925
N 2.4874 1.9710 -4.0251 -0.8253
H -4.3767 -1.7633 -0.9557 0.1695
H -3.6681 -2.7294 3.3289 0.1694
H -4.6837 -4.0186 4.7699 0.1629
H -2.5336 -1.3235 1.6295 0.1829
P -3.8766 1.3104 -3.2077 1.3468
C -4.5858 -2.6485 -0.3479 -0.2464
H 2.5321 2.3271 -3.0456 0.3525
S -2.0936 0.6696 -5.3336 1.6588
Cl -3.7748 1.2182 -1.0779 -0.3258
H 5.3875 1.8892 0.0156 0.3538
H 7.2595 3.1698 1.8787 0.1925
H -0.6713 1.7201 -3.0910 0.1880
C -5.7634 -3.9365 4.5999 -0.0858
H 0.2685 3.0562 -4.0098 0.2062
H 5.8064 -0.1809 -0.3076 0.1647
H -5.5064 -6.3198 2.3802 0.1887
C 6.0520 -0.7660 0.5828 -0.2475
H 1.1171 0.7871 -1.9643 0.3614
H 1.2085 0.5394 -6.1495 0.3810
C 6.4777 2.4376 1.6497 -0.2418
O -6.2306 -4.9833 3.7470 -0.5468
H 4.0088 3.9085 2.0155 0.1651
H 2.3357 2.7943 -4.6468 0.3504
H -5.8447 -2.6945 2.1475 0.3531
C -6.1878 -2.5255 4.1423 -0.2484
H 1.0654 -0.8262 -5.0794 0.3829
C -3.5954 -1.5721 1.5297 -0.0706
O -3.6635 -2.7583 0.7281 -0.5564
N -5.6203 -2.0292 2.8836 -0.6280
C -5.3853 -5.2647 2.6406 -0.2455
O -0.8861 1.8490 -5.3173 -0.6790
O 6.0038 0.0467 1.7481 -0.5581
H 3.5540 1.1305 0.4245 0.1661
H -4.0909 -0.7179 1.0509 0.1763
C 2.9407 1.7874 1.0466 -0.2481
H -4.3301 -5.0851 2.8623 0.1735
H 5.6756 2.5467 2.3861 0.1667
C 5.2021 3.9071 0.1551 -0.2482
H 3.3181 1.8059 2.0724 0.1774
H -5.9705 -1.8065 4.9408 0.1908
N 5.9791 2.6699 0.2903 -0.6253
```

Values from the calculation:
HOMO   -8.73 eV
LUMO level   -0.2 eV

=====

[6]
Below is a molecular structure, C14H39CrN3O8P, with properties calculated with ωB97M-V/def2-TZVPD.

XYZ file:
```
66
Properties=species:S:1:pos:R:3:nbo_charge:R:1
N -2.3917 0.1012 -0.7833 -0.9158
H -1.5326 -4.3884 1.2801 0.1356
H 0.0534 -2.7562 0.1162 0.4253
H -4.1671 1.2991 -2.9837 0.1881
H 3.6632 4.2427 0.2090 0.1950
O -1.3860 -1.1768 1.9377 -1.2461
C 1.0353 1.5978 -2.0713 -0.2432
H 3.5576 0.7218 -0.1988 0.1646
H 3.7786 2.9021 -0.9790 0.1595
H -1.9654 1.2879 -2.4119 0.1565
C -2.0559 2.5438 -0.7076 -0.0705
H 1.6238 -0.6573 -3.0693 0.1676
H -1.1375 -2.3078 -0.8796 0.3683
H -2.1077 -5.2843 3.5060 0.1862
C 0.7413 -0.7041 -2.4122 -0.0533
H 0.1512 1.9868 -2.5815 0.1951
C 4.0200 3.2291 0.0437 -0.2410
O 0.0916 -3.2762 1.9440 -0.8018
H -0.1334 -0.5870 -3.0751 0.1683
H 3.1521 0.4917 2.8161 0.1873
O 3.4444 2.4021 1.0092 -0.5384
H -2.7007 2.7538 0.1490 0.2128
H 5.1220 3.2401 0.1040 0.1570
C 3.2401 -1.2620 1.5771 -0.6149
H -0.7097 -4.5437 4.2059 0.1958
H 1.6920 -2.2789 -1.3241 0.1917
C 2.9496 0.2058 1.7795 -0.0681
H -0.8086 4.8105 -0.3279 0.1599
O -1.9750 3.6640 -1.5965 -0.5613
H 1.0355 0.3879 2.4674 0.4030
C 0.6977 -2.0538 -1.7222 -0.0677
H 2.5982 -1.9008 2.1829 0.2480
C -2.5700 1.3824 -1.4997 -0.0514
H -4.7270 1.0765 -1.3076 0.2252
N -0.2188 -2.0220 -0.5496 -0.8424
C 3.7642 1.0415 0.8346 -0.0625
H 4.2845 -1.5407 1.7558 0.1980
N 1.4853 0.4512 1.5533 -0.8571
H -2.5537 5.0560 -0.1707 0.1685
H 0.8657 -3.0944 -3.6398 0.2064
H 0.3134 -4.1082 -2.2493 0.2215
H 4.8317 0.8733 1.0432 0.1663
H 1.8597 1.5237 -2.7946 0.1617
C -4.0256 1.6135 -1.9457 -0.6277
H -1.7138 5.6675 -1.6150 0.1733
H -4.2760 2.6763 -1.9020 0.2115
Cr -0.4147 -0.1345 0.5724 1.1944
O 0.8033 0.3393 -1.4703 -0.5518
H -0.7391 -2.9080 -3.0307 0.2010
P -2.1776 0.1240 2.4637 2.5037
H -0.4673 -2.4431 2.0557 0.5158
H -2.8231 -0.5766 -1.4068 0.3406
H 3.0659 -1.5358 0.5275 0.1943
H -2.9563 0.1051 0.1312 0.4537
C -0.7562 -4.3886 2.0698 -0.0435
O -1.2259 1.2087 1.7834 -1.2074
O -3.5186 0.1504 1.7130 -1.2217
O -2.2563 0.1737 3.9565 -1.1885
C -1.7523 4.8501 -0.8923 -0.2379
H 1.3302 2.2890 -1.2828 0.1976
H -0.1608 -5.2842 1.8630 0.1485
H -1.0531 2.3236 -0.3268 0.1796
C 0.2895 -3.1252 -2.7112 -0.6140
H 1.3975 1.4385 1.3143 0.3817
C -1.4555 -4.4059 3.4199 -0.6334
H -2.0259 -3.4880 3.5337 0.2524
```

Values from the calculation:
HOMO (spin up / spin down)   -2.75 / -3.72 eV
Spin multiplicity   5
LUMO level (spin up / spin down)   2.3 / 2.3 eV
Net charge   -1
Energy relative to the best compared isomer or geometry (same formula, charge and spin)   0.0 kcal/mol

=====

Number 1: molecular weight 631.5 g/mol. Number 2: molecular weight 378.4 g/mol. Number 3: molecular weight 700.7 g/mol. Number 4: molecular weight 669.5 g/mol. Number 5: molecular weight 504.0 g/mol. Number 6: molecular weight 460.4 g/mol.